ORCA calculation (ωB97M-V/def2-TZVPD) on C42H41ClO2P2Pb as an isolated structure at a distorted geometry.

Last column: Löwdin charge in e.
Cartesian coordinates (Å):
1 Pb 1.7145 -0.0177 -1.5296  1.2687
2 C -0.3312 2.5936 -3.8389  -0.1024
3 C -1.3005 2.4363 -2.8875  -0.1160
4 C -2.6185 1.7813 -3.0291  -0.1764
5 C -2.5741 0.3989 -3.7620  -0.1605
6 C -1.4355 -0.5074 -3.2991  -0.1046
7 C -0.1793 -0.4165 -3.7757  -0.2359
8 C 0.1056 0.3171 -5.0571  -0.1844
9 C -0.3127 1.8217 -5.1393  -0.1826
10 C 0.5853 -2.2397 1.7510  -0.1779
11 H 0.3268 3.4677 -3.7856  0.1185
12 H -1.1677 2.9305 -1.9209  0.0913
13 H -3.2946 2.4603 -3.5884  0.1266
14 H -3.0953 1.6492 -2.0405  0.0833
15 H -3.5550 -0.1132 -3.5815  0.1159
16 H -2.5732 0.6163 -4.8597  0.1037
17 H -1.8106 -1.3905 -2.7244  0.0869
18 H 0.5885 -1.0979 -3.3816  -0.0278
19 H -0.3466 -0.2171 -5.9191  0.1212
20 H 1.1883 0.2181 -5.2298  0.1001
21 H 0.4334 2.2991 -5.8019  0.1054
22 H -1.2580 1.9175 -5.7347  0.1110
23 H 1.6514 -1.9084 1.6580  0.0703
24 H 0.5124 -2.9999 2.5050  0.0567
25 H -0.0587 -1.4205 2.0896  0.0409
26 P -0.2453 1.5031 0.9447  1.0941
27 P -0.2052 -2.7154 0.2251  0.9656
28 C -1.0882 0.2066 -0.0459  -0.3626
29 C -0.9411 -1.1452 -0.3505  -0.4122
30 C -1.5969 2.4838 1.7114  -0.3351
31 C -2.7539 2.9387 1.0367  -0.0833
32 C -3.5829 3.8662 1.6790  -0.0920
33 C -3.2991 4.3002 2.9852  -0.0892
34 C -2.2221 3.7357 3.6847  -0.0889
35 C -1.3959 2.8012 3.0727  -0.0877
36 C 0.4415 2.8031 -0.2197  -0.3474
37 C 1.1987 2.3056 -1.3473  -0.5013
38 C 2.4380 2.9223 -1.7214  -0.1438
39 C 2.5562 4.2795 -1.4327  -0.1156
40 C 1.5921 4.9423 -0.6651  -0.0820
41 C 0.6248 4.1892 0.0114  -0.0917
42 C -1.4168 -4.0962 0.5441  -0.2610
43 C -2.4593 -3.8424 1.4779  -0.0834
44 C -3.2793 -4.8723 1.9377  -0.0839
45 C -3.1321 -6.1704 1.4406  -0.0830
46 C -2.1698 -6.4335 0.4642  -0.0880
47 C -1.3315 -5.4133 -0.0067  -0.0723
48 C 1.0190 -3.3054 -0.9863  -0.3649
49 C 2.4106 -3.3754 -0.7891  -0.1132
50 C 3.2679 -3.4840 -1.8879  -0.0846
51 C 2.7144 -3.5262 -3.1732  -0.0826
52 C 1.3323 -3.5257 -3.3860  -0.0888
53 C 0.4904 -3.4472 -2.2802  -0.1374
54 H -2.0651 0.6673 -0.3902  0.0516
55 H -1.7387 -1.4999 -1.0207  0.0284
56 H -3.0008 2.6121 0.0083  0.0881
57 H -4.4538 4.2632 1.1520  0.0995
58 H -3.9213 5.0547 3.4612  0.0974
59 H -2.0228 4.0262 4.7125  0.1004
60 H -0.5590 2.3368 3.6014  0.0942
61 H 0.6895 1.8722 -2.2576  0.0053
62 H 3.2385 2.3275 -2.1785  0.0755
63 H 3.4492 4.8100 -1.7337  0.0922
64 H 1.6569 6.0289 -0.5016  0.1071
65 H -0.0039 4.6781 0.7566  0.1009
66 H -2.6007 -2.8187 1.8727  0.1191
67 H -4.0215 -4.6677 2.7161  0.1100
68 H -3.7411 -6.9846 1.8469  0.1092
69 H -2.0455 -7.4596 0.0888  0.1101
70 H -0.5832 -5.6560 -0.7830  0.1047
71 H 2.8029 -3.3132 0.2256  0.1091
72 H 4.3541 -3.4788 -1.7442  0.1156
73 H 3.3828 -3.5135 -4.0282  0.1068
74 H 0.9033 -3.4757 -4.3992  0.1216
75 H -0.5887 -3.3733 -2.4288  0.1096
76 Cl 4.3367 0.4450 8.3824  0.6564
77 C 3.6428 0.5136 6.8112  -0.6962
78 C 2.2742 0.2249 6.6550  -0.1117
79 C 1.7309 0.2216 5.3669  -0.0307
80 C 2.5341 0.4328 4.2203  -0.1138
81 C 3.8876 0.7571 4.4206  -0.0275
82 C 4.4656 0.8027 5.7006  -0.0968
83 C 2.0008 0.4948 2.7703  -0.5944
84 O 0.6930 0.4347 2.6550  -0.2546
85 O 2.8038 0.5978 1.8273  -0.0372
86 H 1.6307 0.0476 7.5370  0.1082
87 H 0.6666 0.0426 5.2167  0.1078
88 H 4.5103 0.9924 3.5628  0.1105
89 H 5.5306 1.0523 5.8571  0.1075

Output
HOMO-LUMO gap (spin up / spin down): 5.25 / 5.42 eV
Calculated total energy: -84652.4426 eV
HOMO (spin up / spin down): -5.495 / -5.500 eV
LUMO (spin up / spin down): -0.25 / -0.07 eV

ORCA calculation (ωB97M-V/def2-TZVPD) on C42H41NO3P2PtS as an isolated structure at a distorted geometry.

Last column: Löwdin spin population.
Cartesian coordinates (Å):
1 Pt -1.9008 -0.5036 0.2187  0.4656
2 C 3.7177 2.6223 -0.9767  0.0000
3 C 2.6237 1.8711 -1.1393  0.0007
4 C 2.5696 0.6389 -2.0183  0.0001
5 C 2.5705 -0.6410 -1.1629  -0.0002
6 C 3.4532 -0.5758 0.0572  0.0002
7 C 4.6588 0.0274 0.0213  0.0001
8 C 5.3424 0.6651 -1.1746  0.0000
9 C 5.0733 2.1792 -1.4364  0.0001
10 C -0.2502 -0.0076 1.2889  0.1163
11 H 3.6817 3.5971 -0.4551  0.0000
12 H 1.7267 2.0432 -0.5474  0.0004
13 H 3.3655 0.6464 -2.7868  0.0000
14 H 1.6103 0.6546 -2.5771  0.0000
15 H 1.5262 -0.8494 -0.9049  -0.0003
16 H 2.9466 -1.4515 -1.8016  0.0000
17 H 3.1761 -1.2643 0.8763  0.0000
18 H 5.2702 0.0580 0.9378  0.0000
19 H 5.1737 0.1016 -2.1069  0.0000
20 H 6.4120 0.6245 -0.9031  0.0000
21 H 5.8271 2.7613 -0.8741  0.0000
22 H 5.2627 2.4027 -2.5017  0.0000
23 H 0.1075 0.9609 0.8871  0.0103
24 H 0.5412 -0.7628 1.2169  0.0141
25 H -0.6108 0.1015 2.3191  0.0144
26 P -4.0201 -0.0313 -0.7126  0.2303
27 P -3.1058 -2.4606 0.8292  0.2787
28 C -3.7005 -1.5504 -1.6638  0.0156
29 C -3.5083 -2.6971 -0.9407  0.0246
30 C -5.7676 0.4351 -1.0323  0.0740
31 C -6.2625 0.0239 -2.2770  0.0119
32 C -7.5218 0.4343 -2.7142  0.0035
33 C -8.3067 1.2535 -1.8926  0.0010
34 C -7.8308 1.6431 -0.6296  0.0007
35 C -6.5611 1.2467 -0.1940  0.0066
36 C -3.1262 1.2509 -1.6662  0.0670
37 C -1.8067 1.0426 -1.2829  0.3198
38 C -0.7748 1.7492 -1.8516  0.0409
39 C -1.1112 2.8089 -2.7443  0.0331
40 C -2.4504 3.0885 -3.0446  0.0059
41 C -3.4864 2.3299 -2.4751  0.0202
42 C -4.4773 -3.7642 1.4417  0.0911
43 C -5.8360 -3.4870 1.1930  0.0103
44 C -6.8095 -4.4907 1.3185  0.0013
45 C -6.4480 -5.7831 1.7213  0.0057
46 C -5.1117 -6.0574 2.0234  0.0038
47 C -4.1435 -5.0431 1.9162  0.0169
48 C -1.6827 -3.5596 1.1927  0.0490
49 C -1.1071 -3.5844 2.4758  0.0148
50 C -0.0043 -4.4059 2.7138  -0.0010
51 C 0.5287 -5.1779 1.6732  0.0128
52 C -0.0543 -5.1498 0.4060  0.0009
53 C -1.1647 -4.3427 0.1640  0.0167
54 H -3.6327 -1.4536 -2.7459  0.0014
55 H -3.6870 -3.7090 -1.3050  0.0033
56 H -5.6505 -0.6159 -2.9120  0.0005
57 H -7.8824 0.1149 -3.6932  0.0007
58 H -9.2878 1.5824 -2.2415  0.0000
59 H -8.4638 2.2663 0.0072  0.0002
60 H -6.1785 1.5662 0.7775  0.0022
61 H -0.7535 -1.4638 -0.4828  -0.0017
62 H 0.2502 1.4667 -1.6344  0.0032
63 H -0.3054 3.3949 -3.1911  0.0037
64 H -2.7018 3.9137 -3.7055  0.0005
65 H -4.5425 2.5897 -2.6191  0.0024
66 H -6.1341 -2.4861 0.8735  0.0007
67 H -7.8550 -4.2750 1.0909  0.0002
68 H -7.2012 -6.5696 1.8058  0.0003
69 H -4.8116 -7.0600 2.3326  0.0006
70 H -3.1159 -5.2860 2.1882  0.0013
71 H -1.5242 -2.9683 3.2745  0.0011
72 H 0.4396 -4.4500 3.7080  -0.0002
73 H 1.4057 -5.8012 1.8496  0.0007
74 H 0.3423 -5.7559 -0.4096  0.0001
75 H -1.6239 -4.3048 -0.8215  0.0010
76 O 7.9917 1.2563 1.2844  0.0000
77 S 7.3754 1.9765 2.3806  0.0000
78 O 7.8262 1.6815 3.7182  0.0000
79 N 5.7559 2.0325 2.2166  0.0000
80 C 5.2091 3.2796 2.0606  0.0000
81 O 3.9894 3.5527 1.9936  0.0000
82 C 6.3045 4.2895 1.9190  0.0000
83 C 6.2037 5.6245 1.5173  0.0000
84 C 7.3725 6.3676 1.3298  0.0000
85 C 8.6390 5.7709 1.4800  0.0000
86 C 8.7366 4.4147 1.8346  0.0000
87 C 7.5496 3.7216 2.0568  0.0000
88 H 5.2032 6.0343 1.3609  0.0000
89 H 7.3041 7.4224 1.0531  0.0000
90 H 9.5393 6.3548 1.3154  0.0000
91 H 9.6900 3.9034 1.9296  0.0000

Output
HOMO-LUMO gap (spin up / spin down): 4.59 / 2.42 eV
Calculated total energy: -84501.0179 eV
2S+1: 3
Expectation value of S²: 2.017
HOMO (spin up / spin down): -6.769 / -6.769 eV
LUMO (spin up / spin down): -2.18 / -4.35 eV

ORCA calculation (ωB97M-V/def2-TZVPD) on C42H42BrN4W as an isolated structure.

Last column: Löwdin spin population.
Cartesian coordinates (Å):
1 W -0.0533 -0.0878 -0.1840  2.1458
2 C -2.8419 -1.1913 3.8532  0.0026
3 C -2.6280 -0.7595 2.4284  0.0185
4 C -2.2424 0.5385 2.1090  0.0291
5 C -1.9066 1.5349 3.1859  0.0033
6 C -2.3016 0.9847 0.7589  -0.0027
7 C -2.4056 2.4861 0.5602  0.0041
8 C -2.7138 0.0839 -0.2664  -0.0109
9 C -3.2705 0.6629 -1.5507  0.0005
10 C -2.9172 -1.2861 0.0564  0.0392
11 C -3.3678 -2.2822 -0.9826  0.0039
12 C -2.8869 -1.6855 1.4018  0.0186
13 C -3.2542 -3.0900 1.7934  0.0013
14 H -2.2319 -2.0545 4.1234  0.0010
15 H -3.8809 -1.4994 3.9882  0.0007
16 H -2.6478 -0.4039 4.5732  0.0000
17 H -2.8165 2.0041 3.5714  0.0015
18 H -1.2734 2.3389 2.8167  0.0003
19 H -1.4018 1.0725 4.0310  0.0003
20 H -2.6969 2.7597 -0.4461  0.0000
21 H -1.4866 3.0192 0.8117  0.0001
22 H -3.1778 2.8712 1.2291  -0.0001
23 H -2.5602 1.2608 -2.1157  -0.0009
24 H -4.1087 1.3160 -1.3009  -0.0003
25 H -3.6687 -0.0989 -2.2103  0.0000
26 H -4.4210 -2.5312 -0.8340  0.0016
27 H -2.8230 -3.2240 -0.9130  0.0005
28 H -3.2567 -1.9275 -1.9989  0.0001
29 H -4.2503 -3.1018 2.2447  0.0005
30 H -2.5775 -3.4880 2.5511  0.0004
31 H -3.2738 -3.7836 0.9606  0.0000
32 C 0.6295 -1.9668 3.9414  0.0012
33 C 0.2387 -1.7634 2.6169  0.0092
34 N 0.4466 -0.6239 1.9675  0.0146
35 C 1.0749 0.3807 2.6339  0.0047
36 C 1.4658 0.2786 3.9737  0.0010
37 C 1.2268 -0.9422 4.6299  0.0053
38 C 2.1026 1.3935 4.6122  -0.0040
39 C 2.3902 2.5120 3.9147  0.0011
40 C 2.0793 2.6049 2.5174  -0.0010
41 C 2.4898 3.6932 1.7251  0.0288
42 C 2.2641 3.6568 0.3723  -0.0024
43 C 1.5736 2.5796 -0.1773  0.0277
44 N 1.0863 1.5754 0.5551  0.0112
45 C 1.3912 1.5602 1.8922  0.0155
46 H 0.4418 -2.9239 4.4079  0.0000
47 H -0.2749 -2.5456 2.0772  0.0003
48 H 1.5215 -1.0642 5.6649  0.0002
49 H 2.3637 1.3114 5.6593  -0.0002
50 H 2.8881 3.3484 4.3877  0.0000
51 H 3.0112 4.5260 2.1810  0.0013
52 H 2.6091 4.4445 -0.2826  -0.0006
53 H 1.4136 2.5364 -1.2421  0.0004
54 C 5.6003 -0.8714 -0.2717  -0.0007
55 C 4.2278 -1.4709 -0.3437  -0.0014
56 C 4.0361 -2.8488 -0.4778  0.0132
57 C 2.7594 -3.3799 -0.5419  -0.0010
58 C 1.7072 -2.4957 -0.4686  0.0156
59 Br -0.0927 -3.0511 -0.5943  0.0313
60 N 1.8439 -1.1786 -0.3366  0.0038
61 C 3.0956 -0.6791 -0.2746  0.0106
62 H 6.2327 -1.2574 -1.0704  -0.0002
63 H 6.0778 -1.1297 0.6746  -0.0003
64 H 5.5693 0.2135 -0.3544  0.0000
65 H 4.8935 -3.5085 -0.5396  0.0006
66 H 2.5836 -4.4402 -0.6568  0.0000
67 H 3.1797 0.3950 -0.1855  0.0008
68 C -0.4421 3.9493 -4.3561  -0.0927
69 C 0.0336 2.7976 -4.9712  0.0055
70 C 0.1801 1.6234 -4.2558  -0.0667
71 C -0.1411 1.5897 -2.8865  -0.0143
72 C -0.6112 2.7650 -2.2782  -0.0540
73 C -0.7656 3.9279 -3.0005  0.0021
74 N -0.0280 0.4104 -2.1235  -0.2317
75 C 0.1235 -0.7721 -2.9700  -0.0025
76 C -1.0233 -1.3302 -3.5232  0.0008
77 C -0.9179 -2.4421 -4.3421  -0.0011
78 C 0.3326 -2.9804 -4.6232  0.0085
79 C 1.4763 -2.3903 -4.1025  -0.0005
80 C 1.3784 -1.2767 -3.2785  0.0018
81 H -0.5651 4.8589 -4.9282  -0.0042
82 H 0.2859 2.8103 -6.0226  0.0018
83 H 0.5426 0.7445 -4.7664  -0.0023
84 H -0.8667 2.7463 -1.2310  0.0016
85 H -1.1473 4.8181 -2.5184  0.0017
86 H -1.9824 -0.8698 -3.3321  0.0006
87 H -1.8067 -2.8760 -4.7806  -0.0004
88 H 0.4189 -3.8402 -5.2735  0.0004
89 H 2.4512 -2.7828 -4.3605  -0.0004
90 H 2.2699 -0.7877 -2.9078  0.0004

Output
Net charge: +3
HOMO-LUMO gap (spin up / spin down): 6.18 / 6.87 eV
Calculated total energy: -122041.8111 eV
2S+1: 3
Expectation value of S²: 2.400
HOMO (spin up / spin down): -16.088 / -16.373 eV
LUMO (spin up / spin down): -9.90 / -9.50 eV